## one
This record from the Open Molecules 2025 dataset describes a 2-piece molecular cluster, C4H11NO4 overall. The level of theory is ωB97M-V/def2-TZVPD.

Atoms and positions in Å:
C (-2.39407, 1.23688, -0.73335)
C (-0.22099, -1.12182, 0.17548)
N (-0.91355, -1.14568, 1.43885)
O (-1.74437, 1.05335, -1.85725)
O (-1.91398, 1.56024, 0.33036)
H (-0.75214, 1.02866, -1.71751)
H (-0.26042, 1.40315, 0.81179)
H (-3.47954, 1.20617, -0.89931)
H (-1.49736, -0.32536, 1.55544)
H (-0.25101, -1.13776, 2.20553)
H (0.32115, -2.06379, 0.06544)
H (-0.94798, -1.08754, -0.63809)
C (2.28995, -0.52491, 0.30435)
C (0.90680, 0.05651, 0.04244)
O (0.84076, 0.61073, -1.28480)
O (0.67689, 1.06872, 0.93244)
H (1.46340, 0.15717, -1.86251)
H (2.52719, -1.30621, -0.41514)
H (2.32114, -0.94057, 1.30751)
H (3.02813, 0.27207, 0.23832)

Results
gap between HOMO and LUMO: 9.7 eV
SMILES: CC(O)(O)CN.O=CO

Atomic partial charges in e from the Mulliken method, atoms 1 to 2: number 1, C, carries 0.133; number 2, C, carries -1.045



## two
This record from the Open Molecules 2025 dataset describes a 2-piece molecular cluster, C4H11NO4 overall. The level of theory is ωB97M-V/def2-TZVPD.

Atoms and positions in Å:
O (-0.42099, 0.42586, 1.88552)
C (-0.08485, 0.70317, 0.75930)
O (1.13162, 1.14491, 0.43553)
C (-0.95879, 0.49482, -0.46164)
C (-0.79061, -0.92943, -1.02396)
C (0.38511, -1.14374, -1.96467)
O (1.65831, -1.15041, -1.32712)
N (-2.32035, 0.80098, -0.03306)
H (1.69781, 1.21807, 1.23738)
H (-0.67311, 1.23623, -1.20219)
H (-0.74811, -1.65211, -0.21351)
H (-1.70889, -1.15430, -1.57490)
H (0.30021, -2.12228, -2.40943)
H (0.35904, -0.40048, -2.76230)
H (1.79972, -0.30592, -0.88795)
H (-2.48625, 0.44827, 0.89590)
H (-3.00345, 0.38435, -0.66417)
H (1.15745, 0.70201, 3.15723)
H (2.64298, 0.27767, 3.17068)
O (2.06318, 1.02231, 2.98335)

Results
gap between HOMO and LUMO: 10.2 eV
SMILES: N[C@H](CCO)C(=O)O.O

Atomic partial charges in e from the Mulliken method, atoms 1 to 2: number 1, O, carries -0.698; number 2, C, carries 0.448



Most stable structure: two



## one
This record from the Open Molecules 2025 dataset describes a 2-piece molecular cluster, C5H7NO3P overall. The level of theory is ωB97M-V/def2-TZVPD.

Atoms and positions in Å:
C (0.36445, 1.40845, 0.33803)
C (2.05146, -0.43653, -0.29887)
C (-0.95989, -0.07809, -1.14005)
C (-1.21404, -1.12215, -0.06449)
C (1.03770, 0.19467, 0.76745)
N (-0.64526, 1.24766, -0.57956)
O (1.93122, -1.67755, -0.31768)
O (0.51078, 2.61157, 0.61092)
O (2.62788, 0.27042, -1.10224)
P (0.01842, -1.19733, 1.34404)
H (-0.19411, -0.47632, -1.77975)
H (-1.89762, 0.08257, -1.53117)
H (-2.22963, -0.98766, 0.27563)
H (-1.41982, -2.17578, -0.53030)
H (1.99761, 0.54216, 2.68779)
H (-1.12871, 2.07774, -0.73188)
H (-0.85044, -0.28384, 2.05214)

Results
net charge: -1
gap between HOMO and LUMO (alpha / beta): 7.8 / 7.8 eV

Atomic partial charges in e from the Mulliken method, atoms 1 to 2: number 1, C, carries 0.393; number 2, C, carries 0.584



## two
This record from the Open Molecules 2025 dataset describes an isolated ion of composition C5H7NO3P and charge -1. The level of theory is ωB97M-V/def2-TZVPD.

Atoms and positions in Å:
C (-0.42749, -1.17952, -0.72536)
C (0.13449, 0.08699, -1.16458)
C (-1.68231, -0.93395, -0.23788)
C (-0.89104, 1.05515, -0.91213)
C (1.06416, 0.05595, 1.73379)
N (-1.94392, 0.43306, -0.42395)
O (2.26314, 1.52945, -0.26462)
O (2.48062, -1.03867, -0.45930)
O (-3.11334, 0.79354, -0.00232)
P (1.73452, 0.15685, -0.01056)
H (0.00546, -2.04572, -1.04893)
H (0.92762, 0.27930, -1.87532)
H (-2.25539, -1.58712, 0.28410)
H (-1.09666, 2.11783, -1.27125)
H (0.69643, 1.07779, 1.95340)
H (0.17678, -0.65840, 1.89906)
H (1.92696, -0.14252, 2.52586)

Results
net charge: -1
gap between HOMO and LUMO (alpha / beta): 8.2 / 8.2 eV
SMILES: C[P@@](=O)([O-])[C@H]1C=C[N+]([O-])=C1

Atomic partial charges in e from the Mulliken method, atoms 1 to 2: number 1, C, carries -0.837; number 2, C, carries 0.675



Most stable structure: two



## one
This record from the Open Molecules 2025 dataset describes a 2-piece molecular cluster, H2N3 overall. The level of theory is ωB97M-V/def2-TZVPD.

Atoms and positions in Å:
N (2.19935, -3.65486, 1.06695)
N (1.52467, -2.92648, 0.60284)
N (0.03878, -0.07458, 0.10393)
H (0.43385, 0.65121, -0.53847)
H (-0.84778, 0.39441, 0.36861)

Results
net charge: +1
gap between HOMO and LUMO (alpha / beta): 5.7 / 5.7 eV

Atomic partial charges in e from the Mulliken method, atoms 1 to 2: number 1, N, carries -0.063; number 2, N, carries 0.079



## two
This record from the Open Molecules 2025 dataset describes an isolated ion of composition H2N3 and charge +1. The level of theory is ωB97M-V/def2-TZVPD.

Atoms and positions in Å:
N (-0.00450, -1.80056, -0.61852)
N (-0.08237, -0.71635, -0.36779)
N (-0.00393, 0.40393, 0.20794)
H (0.98592, 1.06388, 0.34726)
H (-0.89512, 1.04909, 0.43111)

Results
net charge: +1
gap between HOMO and LUMO: 11.7 eV
SMILES: N#[N+]N

Atomic partial charges in e from the Mulliken method, atoms 1 to 2: number 1, N, carries 0.021; number 2, N, carries 0.674



Most stable structure: two